The following is a DFT calculation (the ωB97M-V functional and the def2-TZVPD basis) of a structure of composition C20H15ClI2N2O7RuS at a distorted geometry.

XYZ file:
```
49
Properties=species:S:1:pos:R:3:forces:R:3
I -3.386 1.301 3.160 0.3000 0.1307 -1.5652
I -2.888 1.488 0.174 0.1654 -0.1756 1.3133
Ru -0.403 0.657 -0.140 -0.0609 0.1608 0.0590
Cl -3.914 4.932 -3.255 -0.1042 0.0646 -0.0460
S 4.162 -2.757 -5.002 -0.0494 0.0428 0.0822
O 3.516 -2.063 -6.104 0.0069 -0.0049 -0.0392
O 0.339 0.175 3.822 -0.1446 0.0615 0.5199
O -2.128 -2.363 -2.173 -0.2683 -0.2717 -0.1446
O -0.943 -0.506 -1.723 -0.7467 -0.5862 -0.4424
O 3.846 -4.172 -4.902 0.0126 -0.0294 -0.0260
O 5.568 -2.427 -4.826 0.0340 -0.0110 -0.0239
O 0.280 1.062 1.759 -0.2242 0.1960 0.8718
N 1.565 -0.289 -0.158 -0.2302 -0.0302 -0.0814
N -0.988 -0.968 0.813 0.1702 0.0616 0.0346
C -2.512 4.127 -2.646 0.0382 -0.0007 0.0693
C -0.034 0.179 2.674 0.6712 0.0525 -0.8268
C -1.594 -1.599 -1.407 0.6623 0.5076 -0.1266
C -0.266 2.819 -1.644 -0.1100 0.0001 0.0277
C 2.176 -0.890 -1.330 0.0092 0.0415 0.0234
C 2.342 -2.690 -2.899 0.0170 0.0027 -0.0116
C -1.892 4.622 -1.495 -0.1234 -0.0122 -0.0749
C -0.784 -1.032 2.121 -0.1443 0.0142 0.0348
C -2.028 3.002 -3.312 -0.0736 0.0337 0.0071
C 0.908 2.200 -1.179 0.1160 -0.0909 0.2684
C -0.917 2.359 -2.828 0.0834 -0.0041 0.0581
C -0.796 3.975 -0.995 0.1131 -0.1023 -0.0018
C 3.821 -0.809 -3.073 -0.0003 -0.0003 -0.0053
C -1.996 -3.070 0.713 -0.0297 -0.0184 0.0152
C 1.736 -2.120 -1.790 -0.0191 0.0080 0.0098
C -1.555 -1.923 0.084 -0.0543 0.0030 0.0301
C 3.222 -0.234 -1.963 0.0114 -0.0315 0.0093
C -1.818 -3.172 2.091 0.0139 -0.0274 0.0049
C -1.199 -2.156 2.811 -0.0251 -0.0017 0.0164
C 3.380 -2.036 -3.547 -0.0004 -0.0104 -0.0036
H -1.038 -2.210 3.878 0.0070 -0.0092 0.0079
H 1.465 1.588 -1.876 -0.0004 0.0077 -0.0242
H -0.536 1.475 -3.324 0.0026 -0.0120 0.0173
H 2.182 0.426 0.215 -0.0493 0.0163 0.0520
H -2.296 5.496 -1.004 -0.0055 0.0195 -0.0074
H 1.496 -0.991 0.574 -0.0022 -0.0056 -0.0215
H 4.654 -0.329 -3.568 0.0005 0.0002 -0.0007
H 2.028 -3.656 -3.271 -0.0018 0.0011 0.0014
H -0.319 4.328 -0.089 0.0191 -0.0021 -0.0049
H 3.592 0.709 -1.573 -0.0146 0.0085 0.0028
H 1.476 2.704 -0.403 0.0232 -0.0002 -0.0287
H -2.160 -4.059 2.607 0.0055 -0.0130 0.0027
H -2.460 -3.848 0.124 -0.0060 -0.0016 -0.0006
H 0.929 -2.637 -1.282 0.0102 0.0150 -0.0187
H -2.531 2.644 -4.199 -0.0046 0.0031 -0.0129
```
Forces are in eV/Å.

## Properties
charge = -1
frontier orbital gap (spin up / spin down) = 4.161 / 4.182 eV
E = -80440.4908 eV
spin multiplicity = 2